Record 1
Density functional theory data (ωB97M-V/def2-TZVPD) for 3 unconnected molecules or ions with the total composition C37H58IN4O11PS at a distorted geometry.

Summary:
spin multiplicity = 1
DFT total energy = -3528.33662 Eh
LUMO level = -0.87 eV
E_HOMO = -8.534 eV
molecular weight = 924.83 g/mol
SMILES = COCCCCCCC[C@](CCCCOC(C)=O)(OC)[C@](CCCI)(O[C@@H](N)[PH2]=S)N(C(C)=O)C(C)=O.O=[N+]([O-])c1ccccc1.O=[N+]([O-])c1ccccc1
orbital gap = 7.6662 eV
total charge = 0

Last column: Löwdin charge in e.
CARTESIAN COORDINATES (ANGSTROEM)
C  1.87139  -0.92369  -1.92682  0.033
O  1.85247  -4.40250  -0.19983  -0.215
C  -3.98757  1.80664  0.98819  -0.145
C  -1.24202  -1.43014  -0.26590  -0.069
H  1.39297  -7.28288  -6.70358  0.120
P  -1.91405  1.87766  -3.28150  0.399
H  3.62153  -2.78358  3.26540  0.112
H  1.61047  -5.33319  1.62350  0.120
C  4.05018  -5.34145  -5.87741  -0.070
H  0.82096  8.23598  3.74873  0.110
H  -0.48158  -0.25242  4.00438  0.116
H  1.45929  3.91026  -1.23962  0.072
C  -2.65597  1.49192  0.26476  -0.179
C  -1.66246  0.93568  1.28269  -0.117
H  0.71925  1.98516  -3.95818  0.068
H  3.86778  0.55070  1.99159  0.091
H  1.52625  2.76441  -2.78651  0.057
C  0.02661  -0.69526  3.14377  -0.168
H  1.89403  -1.58071  -1.05662  0.075
N  0.62278  2.70498  -3.24743  0.043
C  2.10728  -6.74091  -6.10214  -0.002
H  -1.64697  -0.88003  -1.12075  0.070
H  -2.98857  2.27612  -2.48126  -0.024
C  0.57098  0.39122  2.19414  -0.104
C  0.41494  6.14959  3.46906  -0.065
H  1.04375  2.86041  1.40000  0.107
H  2.52021  -1.29012  -2.72345  0.093
H  0.80058  -3.12636  2.11141  0.119
S  -2.06985  2.46224  -5.12052  0.129
H  -0.67688  3.31894  -1.78613  0.071
O  0.12160  -8.08604  -4.83497  0.085
C  3.40552  -4.10991  1.59516  -0.174
H  -5.96447  0.93435  1.23308  0.136
H  4.86202  -4.78988  -6.33300  0.108
H  -0.28531  4.11669  3.31656  0.105
H  -0.13081  5.92591  0.35347  0.024
C  -0.13044  5.21808  -0.47520  -0.675
H  1.99366  -1.00854  3.96606  0.115
H  -1.85116  0.48259  -3.11714  -0.019
H  0.83380  -0.90435  -2.26839  0.086
C  0.46501  2.92934  0.47719  -0.093
H  1.76446  4.63303  0.29260  0.100
C  3.14846  -6.03027  -6.67814  -0.064
C  2.28668  0.47465  -1.56821  -0.441
N  -2.73431  4.34780  4.31848  -0.341
H  4.32888  -4.63489  1.85450  0.110
C  -0.23915  0.51237  0.88942  -0.355
H  -0.55820  3.13532  0.80081  0.106
C  4.03816  0.64210  0.91420  0.026
H  -2.03685  -1.62218  0.46557  0.092
H  -3.04765  6.89524  5.02599  0.121
O  -2.39669  3.23734  3.94706  0.055
C  1.64180  -2.51810  2.47036  -0.216
C  2.82998  -3.40394  2.82397  -0.210
O  2.99208  1.14292  -2.26031  0.133
O  -0.12816  -0.78793  0.30898  -0.142
H  -3.82350  1.72971  2.06848  0.109
O  -0.10340  1.32702  -1.39580  -0.099
O  -5.42970  1.13812  -0.77470  -0.029
H  -2.16175  0.10153  1.78904  0.123
H  3.94375  -0.35135  0.47201  0.081
H  -6.50021  -1.15596  -0.23752  0.068
H  -4.71770  -0.19778  0.65382  0.121
H  -1.38362  8.72087  4.75288  0.110
O  -7.31248  1.57857  -1.83511  0.147
O  -3.82544  4.62610  4.76782  0.091
H  -7.27089  -1.12411  -1.84080  0.096
H  1.38195  5.93706  3.03197  0.111
C  -1.73848  5.42895  4.18203  -0.142
H  -0.87725  -2.39578  -0.62510  0.083
H  1.58402  0.09852  1.92187  0.087
C  -6.68401  0.80660  -1.20095  -0.541
C  -7.16302  -0.59419  -0.89180  0.017
C  -5.08325  0.83626  0.59288  -0.184
H  1.92293  -1.88937  1.61487  0.100
C  -1.14072  7.71526  4.43790  -0.059
H  -0.69737  -1.31175  2.59931  0.105
C  3.02384  1.61447  0.35921  -0.444
H  3.63738  -3.34259  0.84632  0.110
C  -2.07587  6.70380  4.59587  0.001
H  4.61489  -4.81459  -3.87317  0.109
C  -0.40584  2.39575  -2.30134  -0.566
H  -1.54775  1.70526  2.05478  0.107
H  -2.86424  0.74275  -0.50033  0.087
C  0.49783  1.50663  -0.10703  -0.281
H  2.90731  -5.99422  0.60244  0.122
H  0.25144  -4.38821  -1.45008  0.084
C  2.87877  -6.06121  -3.90398  0.002
C  -0.50841  5.12815  3.62314  -0.005
C  2.41842  -5.06413  0.92446  -0.233
N  1.89774  0.97164  -0.26020  0.090
H  -1.13361  4.79580  -0.55298  0.032
N  0.89007  -7.49701  -4.10297  -0.342
H  2.54934  -4.14582  3.58296  0.117
C  1.99718  -6.74297  -4.72385  -0.143
H  3.25397  -6.01464  -7.75437  0.109
H  0.58893  1.35214  2.71459  0.120
H  0.83432  -2.22663  4.46664  0.115
C  3.91445  -5.35522  -4.49521  -0.062
H  -4.33503  2.81547  0.75253  0.125
O  3.16422  2.79962  0.43724  0.118
C  0.09832  7.44056  3.87419  -0.063
H  2.75194  -6.07846  -2.83158  0.112
C  0.97239  4.16673  -0.29667  -0.293
H  -8.15433  -0.53466  -0.43738  0.095
C  1.15434  -1.62417  3.60890  -0.198
I  0.16103  6.44256  -2.19383  0.790
C  0.65678  -5.00720  -0.64570  -0.115
O  0.81200  -7.47290  -2.88841  0.057
H  -0.09085  -5.06485  0.15819  0.091
H  0.83613  -6.00923  -1.05071  0.064
H  5.04227  1.04001  0.76103  0.093
H  -2.28592  2.40273  -0.20390  0.087

Atomic forces in eV per Å
C -0.14 -0.01 -0.02
O -0.13 0.07 0.11
C 0.08 -0.18 -0.08
C 0.04 -0.03 -0.10
H -0.01 -0.01 0.04
P 0.03 0.08 -0.46
H -0.11 -0.06 0.02
H 0.12 -0.05 -0.04
C -0.02 -0.01 0.01
H 0.00 0.00 0.00
H -0.01 0.00 -0.11
H -0.20 0.04 0.18
C -0.37 -0.16 0.28
C -0.05 0.32 -0.01
H -0.12 0.11 -0.05
H -0.02 0.01 -0.08
H -0.08 0.15 -0.11
C 0.13 -0.16 -0.10
H 0.06 0.04 -0.03
N 0.20 -0.31 0.18
C 0.02 0.00 -0.06
H -0.01 0.00 0.05
H -0.01 -0.15 0.26
C -0.25 -0.17 0.13
C -0.01 0.02 0.00
H -0.15 0.03 -0.08
H -0.11 0.05 0.04
H 0.09 0.03 0.02
S 0.11 -0.06 0.15
H -0.01 -0.29 0.20
O 0.08 0.04 0.08
C -0.17 0.02 -0.03
H 0.05 0.05 -0.05
H -0.01 0.00 0.00
H -0.03 0.00 0.01
H -0.09 -0.15 0.01
C 0.05 0.06 0.16
H -0.07 -0.09 0.02
H -0.10 -0.03 0.21
H 0.06 0.01 -0.03
C -0.02 0.17 0.31
H -0.07 -0.09 -0.17
C 0.01 0.01 0.02
C -0.63 -0.96 0.81
N 0.07 0.02 -0.13
H -0.06 0.05 -0.03
C 0.15 0.04 -0.14
H -0.03 -0.14 -0.09
C 0.18 0.02 -0.18
H 0.01 0.05 -0.08
H -0.01 -0.04 -0.01
O -0.12 -0.04 0.06
C -0.04 0.04 -0.01
C 0.13 0.05 0.00
O 0.77 0.42 -0.48
O -0.06 0.02 -0.05
H -0.16 0.17 -0.06
O -0.67 -0.08 0.42
O -0.03 0.17 0.22
H 0.23 0.01 0.00
H 0.00 0.07 0.02
H 0.00 0.02 -0.07
H -0.04 0.07 0.07
H 0.00 0.00 0.00
O -0.63 0.78 -0.81
O 0.12 -0.05 0.00
H 0.03 0.06 0.07
H 0.00 0.00 0.00
C -0.02 -0.01 -0.02
H -0.02 0.09 0.07
H -0.02 0.22 0.01
C 0.65 -0.92 0.67
C -0.15 -0.01 0.14
C 0.14 -0.14 -0.18
H -0.06 -0.10 0.06
C 0.01 -0.01 -0.01
H -0.02 0.07 0.18
C -0.03 -0.54 -0.44
H 0.21 -0.16 0.04
C 0.00 0.06 0.01
H 0.00 0.00 0.00
C 0.30 0.30 -0.52
H -0.03 -0.13 0.02
H 0.14 0.24 -0.23
C 0.28 -0.18 -0.24
H -0.07 0.05 -0.01
H 0.09 -0.03 0.06
C 0.02 0.04 0.02
C 0.05 0.00 -0.02
C -0.04 0.08 -0.03
N -0.05 0.64 -0.01
H 0.08 0.06 -0.09
N -0.02 0.06 0.02
H 0.01 0.09 -0.04
C -0.01 -0.01 0.01
H 0.00 0.00 0.00
H 0.13 -0.06 -0.05
H -0.03 -0.02 -0.12
C 0.00 -0.01 -0.02
H 0.02 -0.05 0.14
O 0.18 0.30 0.48
C -0.02 -0.02 0.00
H -0.03 -0.02 0.00
C 0.10 0.18 0.06
H 0.09 -0.01 -0.06
C 0.12 0.10 0.03
I -0.01 0.04 -0.08
C 0.00 -0.04 -0.17
O -0.04 -0.12 -0.14
H 0.10 -0.02 -0.02
H -0.06 0.05 0.14
H -0.09 -0.05 0.04
H 0.09 -0.13 -0.14



Record 2
Density functional theory data (ωB97M-V/def2-TZVPD) for a molecular structure, C37H58N6NiPSi at a distorted geometry.

Summary:
spin multiplicity = 1
DFT total energy = -3912.22747 Eh
LUMO level (spin up / spin down) = -2.05 / -2.04 eV
E_HOMO (spin up / spin down) = -10.149 / -10.082 eV
molecular weight = 704.67 g/mol
orbital gap (spin up / spin down) = 8.0972 / 8.0440 eV
total charge = +1

Last column: Löwdin charge in e.
CARTESIAN COORDINATES (ANGSTROEM)
C  -4.56192  3.69161  -5.00667  -0.084
H  -4.52028  1.64551  -5.65563  0.104
H  2.10230  2.92041  3.26855  0.108
H  -4.55275  -1.83047  1.42577  0.073
H  -2.75791  1.11993  -0.15984  0.012
C  3.69922  -2.35201  0.90294  -0.028
C  -3.23130  -2.51670  -0.17431  -0.658
H  -3.10572  -4.67584  -0.46410  0.075
C  -3.15073  -2.30712  -1.69572  -0.090
H  0.34166  -2.20754  -1.62846  0.046
C  -2.58948  2.93194  -3.16534  -0.237
H  4.51216  -2.88743  1.38437  0.097
C  -0.57803  -4.87049  0.22345  -0.096
H  -1.89618  0.11201  -1.33067  -0.045
H  1.37545  6.56241  -1.09373  0.106
C  -4.21695  -1.51272  0.43818  -0.079
P  -1.50413  -2.17040  0.51342  1.177
H  -3.78408  -0.51642  0.52673  0.049
H  4.34067  -0.15903  3.31374  0.090
C  2.28287  -0.45103  1.37977  -0.420
H  -0.41158  0.80125  -3.53267  0.088
H  3.87386  1.70068  -3.26586  0.112
H  1.95128  2.43730  -1.68729  0.113
H  3.43553  -0.08006  -0.82649  0.076
H  4.93846  0.35246  1.70815  0.099
H  2.23269  0.55267  -4.40319  0.107
C  1.94944  1.44019  -1.23614  -0.174
H  -0.01281  -2.81632  3.91429  0.092
H  -3.49458  -3.16594  2.82042  0.067
H  -4.38244  5.64903  -4.14968  0.105
C  2.64587  -0.06164  -3.60248  -0.146
H  -2.29950  -3.47139  4.06796  0.093
C  3.74119  0.70795  -2.83050  -0.165
C  1.52421  -0.49635  -2.66380  -0.217
H  0.72605  2.12785  -3.41520  0.092
C  0.09127  1.46009  -2.81720  -0.206
C  -1.31250  4.19074  0.29628  -0.131
C  1.03398  -5.51146  -1.44596  -0.070
C  -1.87745  1.04678  -0.79128  -0.256
C  -0.52493  -3.54322  -0.20257  -0.347
H  2.83397  -3.01613  0.90221  0.091
C  -0.06437  -2.84130  2.82298  -0.086
H  1.63213  -6.27624  -1.92414  0.109
C  -1.79889  -1.06322  3.02602  -0.098
H  -2.80895  0.97272  -4.03416  0.093
C  0.31613  -3.22978  -1.26928  -0.140
C  -4.11038  2.37841  -4.97172  -0.085
H  -1.22382  -5.15604  1.04062  0.093
H  -3.90153  -4.22576  1.05203  0.060
N  1.21473  2.69453  2.85784  0.188
H  0.54227  3.43930  2.78852  0.101
N  0.90719  0.60895  -1.90749  -0.193
C  3.35798  0.87314  -1.35931  -0.178
C  -4.03374  4.62415  -4.12714  -0.082
Si  -1.31103  2.36571  -1.90110  0.629
C  -3.75644  -3.94400  0.01332  -0.081
H  1.91211  -1.22708  -1.94910  0.082
H  -2.10555  3.55175  0.67943  0.104
C  -0.93459  5.30568  1.03172  -0.099
H  -2.84151  -0.78348  2.86657  0.076
H  -1.17030  -0.27429  2.61658  0.039
H  0.18251  -3.85309  2.50034  0.073
H  0.14394  -6.86724  -0.04228  0.112
H  -4.72934  -4.01125  -0.48069  0.094
H  -0.64687  2.14683  1.35050  0.056
C  -0.73166  3.89236  -0.93865  -0.254
C  1.08915  -4.19967  -1.89109  -0.068
H  -2.86333  -1.29624  -1.97235  0.051
N  1.41427  -0.83691  0.51109  0.109
C  0.23177  4.77748  -1.42263  -0.098
N  2.10731  0.70363  2.12302  0.181
H  -1.63442  -1.11914  4.10555  0.090
H  -5.32356  3.98461  -5.71790  0.105
H  -5.10054  -1.43533  -0.19973  0.094
C  0.62431  5.89231  -0.69450  -0.076
H  4.04721  1.56131  -0.86490  0.120
C  -3.13786  2.00798  -4.05777  -0.105
Ni  -0.34137  -0.05034  -0.08181  0.272
H  -1.42069  5.52685  1.97550  0.106
C  0.19748  -5.84273  -0.38894  -0.061
H  3.05765  -0.94919  -4.08592  0.112
H  0.73068  -0.99272  -3.22491  0.122
C  -3.05490  4.24496  -3.21844  -0.092
C  4.56586  -0.49048  2.29770  -0.032
H  -4.13999  -2.48981  -2.12167  0.093
H  2.80265  0.89216  2.82060  0.119
H  -2.30095  -4.45616  2.61433  0.067
H  -2.64790  4.98826  -2.54056  0.096
H  1.72538  -3.93091  -2.72584  0.109
C  -2.45670  -3.44556  2.98611  -0.085
H  0.69255  -2.15968  2.43492  0.051
H  0.34181  7.03255  1.10276  0.105
C  1.04668  1.59898  2.06917  -0.462
H  1.70051  -1.67888  0.03247  0.036
C  -1.47794  -2.42681  2.39415  -0.656
H  -2.45741  -3.01333  -2.15696  0.081
N  3.42195  -1.14464  1.66888  -0.134
H  3.98641  -2.13326  -0.13174  0.097
H  4.70512  0.20550  -2.91533  0.108
C  0.04608  6.15692  0.53930  -0.085
H  1.67732  1.57993  -0.18757  0.074
H  0.68717  4.60107  -2.39274  0.105
N  0.01857  1.38700  1.33801  0.121
H  5.36490  -1.21791  2.39348  0.094

Atomic forces in eV per Å
C 0.01 0.00 0.00
H 0.00 0.01 0.01
H 0.03 0.03 -0.05
H 0.03 0.01 0.02
H -0.02 0.16 -0.06
C -0.06 -0.06 0.05
C 0.03 -0.06 -0.04
H 0.01 -0.02 0.00
C 0.07 0.04 0.02
H -0.16 -0.23 0.11
C 0.24 -0.01 0.11
H 0.02 0.01 -0.01
C 0.06 0.01 0.02
H -0.89 -0.13 -0.91
H -0.01 -0.01 0.00
C 0.04 0.00 0.01
P -0.15 0.01 -0.04
H -0.03 0.00 -0.04
H -0.01 -0.01 0.00
C -0.17 -0.19 0.00
H -0.06 0.02 0.03
H 0.00 0.00 0.00
H 0.01 -0.01 -0.04
H 0.03 0.11 -0.15
H -0.01 -0.01 0.02
H 0.00 0.02 0.00
C 0.14 0.20 0.12
H -0.01 0.00 0.00
H -0.02 0.00 -0.02
H 0.00 -0.01 0.00
C 0.00 0.03 0.07
H 0.00 0.00 0.00
C -0.02 0.01 0.02
C 0.15 0.03 -0.12
H 0.01 -0.06 0.00
C 0.00 0.12 0.05
C -0.14 -0.06 0.01
C 0.04 -0.03 -0.02
C 0.59 -0.86 0.61
C 0.01 -0.02 0.07
H -0.01 0.00 0.00
C 0.05 0.06 -0.06
H 0.00 0.01 0.00
C -0.02 -0.01 -0.04
H -0.01 0.00 0.00
C -0.18 -0.01 0.02
C -0.04 0.00 -0.04
H -0.02 -0.02 0.01
H 0.01 0.00 0.00
N 0.02 -0.13 0.15
H 0.01 0.04 -0.07
N -0.07 0.32 -0.14
C 0.02 0.02 -0.09
C -0.03 0.02 -0.03
Si -0.07 0.15 -0.01
C 0.00 0.00 0.05
H 0.10 0.14 -0.17
H 0.01 0.02 0.00
C 0.01 0.05 0.07
H 0.00 0.02 -0.04
H 0.02 0.01 0.03
H 0.02 0.04 0.01
H 0.00 0.02 -0.01
H -0.01 0.01 0.01
H -0.01 0.07 0.00
C 0.00 -0.15 -0.13
C 0.01 0.01 -0.02
H 0.00 0.02 -0.02
N -0.19 -0.15 0.22
C 0.06 -0.06 -0.06
N -0.01 0.05 0.00
H -0.02 -0.02 0.00
H 0.01 0.00 0.01
H -0.01 -0.03 0.02
C 0.03 0.04 0.03
H 0.02 0.03 0.00
C 0.01 -0.09 0.00
Ni 0.30 0.69 0.72
H 0.00 0.00 -0.02
C 0.00 -0.07 0.02
H -0.01 -0.01 0.01
H 0.01 0.00 -0.01
C 0.05 0.08 0.04
C -0.03 0.03 0.02
H 0.00 -0.02 0.01
H 0.02 0.00 0.04
H -0.02 -0.02 0.00
H -0.02 -0.01 -0.02
H 0.00 0.00 -0.01
C 0.01 0.01 -0.01
H -0.02 -0.04 0.02
H 0.00 0.00 0.00
C -0.21 0.12 -0.11
H 0.00 -0.07 0.07
C -0.10 0.00 0.04
H 0.01 0.02 0.00
N 0.14 0.04 0.01
H -0.02 -0.02 0.00
H 0.00 -0.02 0.00
C 0.01 0.00 -0.02
H 0.13 0.09 -0.44
H 0.00 0.00 0.02
N 0.23 -0.33 0.11
H 0.02 -0.01 -0.02



What is the formula in the first record? C37H58IN4O11PS